Record 1
Below is C15H20ClNOS in the gas phase at a distorted geometry, with properties calculated with ωB97M-V with the def2-TZVPD basis set.

## Properties
- Kohn-Sham gap: 8.502 eV
- Calculated total energy: -1571.47128 Ha
- ΔE to the lowest compared entry with this formula, charge and spin: 1366.59 kJ/mol
- HOMO: -8.2908 eV
- LUMO energy: 0.008 hartree
- Largest force on an atom: 16.00 eV/A
- Spin multiplicity: 1

Geometry as XYZ:
```
39
Properties=species:S:1:pos:R:3:lowdin_charge:R:1
O 1.39 -1.67 -2.56 0.15
C 1.62 -1.23 -1.51 -0.54
C 2.78 -0.47 -1.31 -0.22
C 2.58 0.90 -0.74 -0.47
S 2.12 0.94 1.01 0.85
C 1.47 2.61 1.18 -0.34
C -0.12 2.54 0.18 -0.23
C -0.18 3.23 -0.91 -0.22
C -1.23 3.27 -1.58 0.01
C -2.57 2.48 -0.86 0.04
C -2.14 2.05 0.48 -0.69
Cl -3.61 1.38 1.10 0.69
C -1.00 2.16 1.08 -0.15
N 0.88 -1.61 -0.39 0.03
C -0.13 -2.27 -0.59 -0.34
C -0.05 -3.44 0.72 -0.09
C -0.82 -2.82 1.81 -0.29
C -1.99 -2.15 1.16 -0.12
C -1.41 -1.49 -0.20 -0.02
H 3.56 -0.39 -1.99 0.10
H 3.59 -0.96 -0.53 0.18
H 1.67 1.25 -1.49 0.16
H 3.44 1.50 -0.88 0.06
H 1.18 2.78 2.18 0.02
H 2.02 3.39 0.39 0.12
H 0.79 3.67 -1.45 0.17
H -1.38 3.60 -2.59 0.09
H -3.44 2.53 -1.32 0.01
H -0.99 1.63 1.99 0.13
H 1.31 -1.18 0.44 0.09
H -0.18 -2.83 -1.34 0.08
H 1.05 -3.77 1.02 0.14
H -0.81 -4.36 0.30 0.16
H -1.15 -3.40 2.65 0.11
H -0.19 -2.25 2.41 0.09
H -2.72 -2.55 0.91 -0.03
H -2.39 -1.24 1.94 0.15
H -0.92 -0.48 0.13 0.13
H -2.03 -1.35 -0.85 0.01
```

=====

Record 2
Below is 3 unconnected molecules or ions with the total composition C15H20F16INO3P at a distorted geometry, with properties calculated with ωB97M-V with the def2-TZVPD basis set.

## Properties
- Kohn-Sham gap: 9.319 eV
- Calculated total energy: -3100.74901 Ha
- HOMO: -12.3484 eV
- LUMO energy: -0.111 hartree
- Largest force on an atom: 1.36 eV/A
- Charge: +1
- Spin multiplicity: 1

Geometry as XYZ:
```
57
Properties=species:S:1:pos:R:3:lowdin_charge:R:1
O 2.95 -2.63 -5.46 -0.36
P 2.03 -1.55 -4.66 0.50
I 3.57 0.28 -4.25 0.51
C 0.96 -0.98 -6.10 -0.47
C 0.05 -2.10 -6.56 -0.16
C -1.26 -2.21 -5.76 -0.15
C -1.30 -1.23 -4.60 -0.19
C -1.05 0.15 -5.09 -0.11
N 0.24 0.29 -5.85 0.08
H 2.66 -3.49 -5.15 0.05
H 1.63 -0.79 -6.92 0.12
H 0.61 -2.99 -6.42 0.09
H -0.15 -1.99 -7.60 0.12
H -2.12 -2.07 -6.37 0.11
H -1.32 -3.19 -5.35 0.11
H -0.62 -1.52 -3.84 0.08
H -2.27 -1.28 -4.16 0.13
H -1.85 0.42 -5.75 0.13
H -1.09 0.83 -4.28 0.10
H 0.83 0.99 -5.42 0.12
H 0.00 0.66 -6.76 0.18
C -0.45 2.43 1.76 -0.03
C -1.88 2.89 1.45 -0.44
C -2.91 1.82 1.10 -0.29
F -2.55 1.11 0.01 0.08
F -4.09 2.43 0.82 0.10
F -1.84 3.84 0.48 0.13
F -2.34 3.49 2.58 0.12
O 0.51 2.47 0.70 0.07
C 0.59 1.47 -0.21 -0.57
C 0.16 1.94 -1.59 -0.26
F -1.06 2.49 -1.59 0.11
F 0.11 0.86 -2.44 0.04
F -0.10 0.38 0.18 0.16
F 1.88 1.11 -0.31 0.14
H -0.06 3.14 2.48 0.15
H -0.44 1.47 2.26 0.12
H -3.06 1.14 1.94 0.17
H 0.86 2.67 -1.98 0.18
C 1.55 -0.74 7.28 -0.04
C 1.43 -2.10 6.57 -0.45
C 1.97 -2.20 5.14 -0.30
F 1.36 -1.33 4.31 0.08
F 1.75 -3.45 4.68 0.10
F 0.15 -2.52 6.61 0.13
F 2.17 -2.98 7.30 0.11
O 0.43 0.12 7.25 0.06
C 0.19 0.92 6.18 -0.56
C -1.07 0.50 5.43 -0.26
F -1.02 -0.80 5.08 0.11
F -1.17 1.24 4.29 0.07
F 1.26 0.99 5.37 0.14
F -0.03 2.16 6.65 0.16
H 1.66 -0.98 8.34 0.15
H 2.46 -0.22 7.00 0.15
H 3.05 -2.01 5.13 0.17
H -1.96 0.66 6.05 0.18
```

=====

Record 3
Below is C15H20FNO7S in the gas phase, with properties calculated with ωB97M-V with the def2-TZVPD basis set.

## Properties
- Kohn-Sham gap: 9.534 eV
- Calculated total energy: -1663.05769 Ha
- ΔE to the lowest compared entry with this formula, charge and spin: 12.19 kJ/mol
- HOMO: -9.2305 eV
- LUMO energy: 0.011 hartree
- Largest force on an atom: 0.73 eV/A
- Spin multiplicity: 1

Geometry as XYZ:
```
45
Properties=species:S:1:pos:R:3:lowdin_charge:R:1
C 2.20 -4.11 4.22 -0.04
O 1.44 -3.44 3.20 -0.06
C 1.41 -4.10 2.02 -0.43
O 1.99 -5.15 1.84 0.13
C 0.71 -3.30 0.97 -0.03
C 0.42 -1.97 1.22 0.07
C -0.20 -1.16 0.28 -0.17
N -0.46 0.22 0.53 0.14
C 0.45 1.20 0.22 -0.44
O 1.57 0.96 -0.18 0.12
C -0.09 2.62 0.34 -0.31
C -0.54 3.08 -1.04 -0.15
C -1.18 4.45 -0.97 -0.25
S -1.63 5.11 -2.55 0.58
C -2.88 4.02 -3.14 -0.15
O -2.24 6.38 -2.32 -0.32
O -0.49 4.99 -3.42 -0.31
O 0.88 3.52 0.80 -0.13
C 1.34 3.22 2.11 -0.07
C -0.51 -1.72 -0.94 -0.19
F -1.09 -0.95 -1.88 0.09
C -0.25 -3.04 -1.24 0.08
C 0.37 -3.85 -0.28 -0.20
O 0.63 -5.15 -0.48 -0.05
C 0.43 -5.70 -1.78 -0.05
H 2.13 -3.46 5.09 0.09
H 1.77 -5.09 4.43 0.09
H 3.23 -4.23 3.91 0.10
H 0.69 -1.53 2.17 0.14
H -1.38 0.49 0.84 0.15
H -0.95 2.62 1.04 0.15
H 0.33 3.10 -1.69 0.14
H -1.24 2.34 -1.44 0.12
H -2.09 4.48 -0.36 0.12
H -0.48 5.19 -0.58 0.12
H -3.22 4.46 -4.08 0.08
H -2.45 3.03 -3.32 0.06
H -3.69 3.98 -2.42 0.07
H 2.03 4.02 2.39 0.09
H 0.51 3.20 2.82 0.09
H 1.87 2.27 2.14 0.09
H -0.54 -3.42 -2.20 0.12
H 0.86 -6.69 -1.73 0.10
H -0.63 -5.78 -2.02 0.10
H 0.95 -5.11 -2.54 0.10
```

=====

Record 4
Below is a molecular structure, C15H20N2O2Sn at a distorted geometry, with properties calculated with ωB97M-V with the def2-TZVPD basis set.

## Properties
- Kohn-Sham gap (spin up / spin down): 4.704 / 4.707 eV
- Calculated total energy: -1057.12419 Ha
- ΔE to the lowest compared entry with this formula, charge and spin: 360.53 kJ/mol
- HOMO (spin up / spin down): -15.6932 / -15.6933 eV
- LUMO energy (spin up / spin down): -0.404 / -0.404 hartree
- Largest force on an atom: 5.24 eV/A
- Charge: +2
- Spin multiplicity: 1

Geometry as XYZ:
```
40
Properties=species:S:1:pos:R:3:lowdin_charge:R:1
C -2.93 -1.08 0.42 -0.01
C -3.11 1.24 -1.31 0.06
H -2.53 -1.88 -0.17 0.02
H -3.88 -0.73 -0.04 0.04
H -2.88 -0.91 1.47 0.05
H -2.68 0.94 -2.25 0.07
H -3.99 0.54 -1.08 0.07
H -3.23 2.14 -0.78 0.03
C -0.32 -2.62 0.17 -0.11
C 0.59 -3.60 0.23 -0.02
C 1.85 -3.42 -0.33 0.04
C 2.11 -2.18 -0.95 0.06
H -1.32 -2.76 0.63 0.12
H 0.33 -4.54 0.73 0.14
H 2.63 -4.17 -0.30 0.13
H 3.05 -1.98 -1.40 0.11
N -0.11 -1.42 -0.41 0.03
C 1.12 -1.18 -0.95 -0.19
C 1.37 0.14 -1.48 -0.18
N 0.34 1.03 -1.44 0.01
C 0.53 2.26 -1.92 -0.09
C 2.82 1.81 -2.47 0.00
C 1.76 2.69 -2.43 0.00
H -0.32 2.95 -1.88 0.12
H 1.84 3.71 -2.80 0.13
C 2.61 0.53 -2.01 0.04
H 3.40 -0.21 -2.08 0.12
H 3.82 2.11 -2.89 0.16
Sn -1.50 0.46 -0.06 1.36
C -1.27 2.54 0.63 -0.09
H -1.54 3.26 -0.14 0.03
H -0.26 2.67 0.99 0.04
H -1.99 2.56 1.45 0.05
C 0.60 -0.24 3.66 0.05
C 0.21 0.14 2.29 -0.61
O -1.05 -0.02 2.01 -0.13
O 0.98 0.61 1.43 0.02
H -0.24 -0.71 4.17 0.10
H 0.91 0.64 4.22 0.11
H 1.45 -0.90 3.69 0.11
```

=====

Record 5
Below is C15H20N2O4 in the gas phase, with properties calculated with ωB97M-V with the def2-TZVPD basis set.

## Properties
- Kohn-Sham gap: 9.419 eV
- Calculated total energy: -994.04764 Ha
- ΔE to the lowest compared entry with this formula, charge and spin: 222.50 kJ/mol
- HOMO: -8.6636 eV
- LUMO energy: 0.028 hartree
- Largest force on an atom: 0.89 eV/A
- Spin multiplicity: 1

Geometry as XYZ:
```
41
Properties=species:S:1:pos:R:3:lowdin_charge:R:1
C 6.23 -0.76 0.68 -0.06
C 4.89 -0.06 0.84 -0.21
O 3.83 -1.00 1.04 0.00
C 3.30 -1.57 -0.04 -0.50
O 3.64 -1.34 -1.17 0.11
C 2.18 -2.51 0.36 -0.03
C 0.86 -1.86 0.05 -0.31
C 0.52 -1.65 -1.39 -0.01
N 0.17 -1.51 1.06 0.11
N -1.08 -0.96 0.93 0.07
C -2.12 -1.44 0.21 -0.48
O -2.09 -2.40 -0.52 0.06
C -3.40 -0.63 0.46 -0.10
O -3.17 0.70 0.85 -0.06
C -2.62 1.56 -0.08 -0.22
C -2.26 1.19 -1.37 -0.02
C -1.70 2.13 -2.22 -0.08
C -1.51 3.43 -1.79 -0.09
C -1.88 3.79 -0.51 -0.05
C -2.43 2.87 0.37 -0.21
C -2.83 3.24 1.76 -0.03
H 7.02 -0.02 0.59 0.08
H 6.43 -1.39 1.55 0.08
H 6.23 -1.38 -0.21 0.08
H 4.88 0.58 1.72 0.12
H 4.67 0.53 -0.06 0.12
H 2.24 -2.73 1.42 0.12
H 2.27 -3.42 -0.24 0.14
H -0.19 -2.41 -1.72 0.09
H 1.42 -1.70 -2.00 0.08
H 0.04 -0.68 -1.52 0.08
H -1.29 -0.30 1.67 0.15
H -4.04 -0.70 -0.43 0.14
H -3.94 -1.09 1.30 0.14
H -2.40 0.18 -1.72 0.11
H -1.42 1.84 -3.22 0.11
H -1.07 4.16 -2.46 0.10
H -1.73 4.81 -0.17 0.11
H -2.73 4.31 1.92 0.08
H -2.21 2.72 2.48 0.08
H -3.86 2.95 1.95 0.08
```

=====

> Which value of calculated total energy does entry 4 give?

-1057.12419 Ha

=====

> Look up the calculated total energy of the first one.

-1571.47128 Ha